# 1
90
Properties=species:S:1:pos:R:3 method="wB97M-V/def2-TZVPD" charge=+1 e_above_lowest_kj_mol=0.0 orbital_gap_ev=8.057 e_homo_ev=-9.64 energy_ha=-2439.8053 e_lumo_ev=-1.58
Te 2.771 0.715 1.349
Sr 0.109 -0.767 -0.034
P 2.748 0.641 -1.037
O 4.192 0.539 -1.707
O 1.500 -3.200 0.743
O -0.177 -3.018 -1.355
O 2.045 1.974 -1.613
O 1.915 -0.475 -1.575
O -0.726 -3.420 2.268
O -2.251 -2.297 0.302
N -1.403 2.611 3.225
N -0.490 0.649 3.723
N -0.731 0.668 -3.540
N -1.712 2.486 -2.730
N -1.341 0.865 1.556
N -1.725 0.382 -1.465
C -2.042 -3.897 2.142
C 0.284 -4.376 2.479
C -2.725 0.777 -0.488
C -1.471 3.834 2.447
C -1.095 1.367 2.729
C 2.397 3.301 -1.200
C 6.568 0.705 -1.754
C -1.039 2.729 4.631
C 1.646 -4.186 -0.264
C 1.106 -3.597 -1.553
C -1.453 1.140 -2.484
C -2.186 1.637 0.654
C -0.337 -0.774 3.704
C -2.834 -2.770 1.506
C -0.292 -0.687 -3.732
C 5.294 1.395 -1.332
C -0.261 1.739 -4.389
C -1.252 -3.924 -1.197
C 1.200 3.917 -0.521
C -2.829 3.280 -2.258
C -2.473 -3.088 -0.856
C -0.500 1.343 4.992
C 1.585 -3.711 2.061
C -1.288 2.815 -4.088
H 6.682 -0.243 -1.231
H 6.580 0.521 -2.827
H -1.017 -1.261 4.415
H 2.431 -4.399 2.156
H 7.421 1.337 -1.505
H -2.845 -1.909 2.176
H -3.784 2.958 -2.687
H -2.137 2.760 -4.782
H 3.243 3.255 -0.508
H 0.686 -1.062 3.958
H 0.752 2.048 -4.106
H -0.280 3.504 4.757
H -0.876 3.824 -4.119
H 1.070 -4.355 -2.343
H -2.498 4.133 2.231
H -1.638 2.463 0.191
H 0.501 1.387 5.428
H -1.419 -4.479 -2.128
H -3.142 -0.138 -0.064
H -1.000 4.635 3.019
H 0.987 3.334 0.376
H -0.840 -1.333 -3.052
H 0.332 3.897 -1.180
H 5.267 1.553 -0.251
H 1.778 -2.846 2.698
H -2.070 -4.802 1.521
H -3.064 2.067 1.160
H 2.700 -4.459 -0.384
H -1.904 3.001 5.240
H -0.508 -0.989 -4.760
H -3.563 1.298 -0.955
H 0.084 -5.276 1.882
H -0.261 1.436 -5.436
H -3.355 -3.723 -0.732
H -3.869 -3.080 1.327
H -2.479 -4.152 3.116
H 2.696 3.844 -2.098
H 1.409 4.948 -0.231
H 1.101 -5.097 0.004
H -0.919 3.743 1.519
H -2.651 4.308 -2.575
H 0.776 -0.795 -3.534
H 0.331 -4.687 3.529
H -1.040 -4.642 -0.398
H 5.167 2.352 -1.844
H 1.736 -2.771 -1.880
H -2.665 -2.388 -1.674
H -1.154 0.827 5.703
H -0.573 -1.150 2.716
H -2.904 3.285 -1.177

# 2
83
Properties=species:S:1:pos:R:3 method="wB97M-V/def2-TZVPD" charge=0 orbital_gap_ev=9.821 e_homo_ev=-9.47 energy_ha=-11735.8799 e_lumo_ev=0.35 smiles="CCCCCCCCCC[Si@H](CCCCN(C)C(C)=O)OCCC.BrCCBr.BrCCBr"
Br 2.285 -2.195 -8.490
Br 4.020 0.568 -6.781
Br 0.670 0.937 1.911
Br 3.119 3.364 0.884
Si 0.498 -0.683 -1.803
O 1.398 -0.518 -3.178
O 0.031 5.706 -2.770
N -0.567 4.937 -0.700
C -0.588 -4.829 1.444
C -0.382 -2.704 -0.067
C -2.470 -4.737 4.903
C -1.065 -4.064 0.189
C 2.815 -0.702 -3.179
C -0.894 1.671 -2.750
C 1.692 -1.108 -6.992
C -1.534 5.676 0.136
C 1.341 2.437 2.939
C -0.200 2.831 -2.021
C -1.680 -5.138 2.486
C -3.087 -3.705 7.223
C -1.194 3.805 -1.410
C 3.604 0.455 -2.576
C -1.633 -4.235 3.721
C -2.813 -2.327 7.842
C 0.112 5.807 -1.580
C -1.987 -4.225 6.275
C 2.122 0.329 -7.121
C 0.931 6.873 -0.910
C 1.576 3.620 2.038
C 3.169 1.836 -3.095
C -1.043 0.355 -1.966
C 0.044 -2.467 -1.526
H 1.559 7.359 -1.656
H 3.096 -0.818 -4.230
H -3.514 -4.431 4.763
H -0.790 -2.689 -2.208
H 2.248 2.098 3.429
H -2.664 -5.040 2.010
H -2.464 -5.834 4.883
H -1.166 5.823 1.156
H -2.451 5.087 0.185
H -4.033 -3.666 6.670
H 0.277 7.626 -0.455
H 3.069 -1.639 -2.664
H 0.607 -1.172 -6.981
H -1.607 -6.183 2.811
H 4.651 0.264 -2.844
H 1.309 -0.194 -0.661
H 1.936 0.724 -8.114
H 0.869 -3.139 -1.789
H -1.051 -1.888 0.241
H 3.559 0.419 -1.483
H 0.505 -2.622 0.573
H -0.116 -5.767 1.138
H -1.797 6.655 -0.278
H -3.138 -2.270 8.884
H -3.324 -1.523 7.303
H -3.233 -4.428 8.032
H -0.915 -4.687 -0.700
H -1.883 4.193 -2.173
H -1.788 3.270 -0.657
H 0.727 3.785 1.376
H 1.607 0.934 -6.377
H 0.586 2.681 3.682
H -1.898 2.002 -3.053
H -1.816 -0.268 -2.435
H 0.200 -4.242 1.929
H 1.774 4.514 2.625
H -0.584 -4.126 4.026
H 0.444 3.365 -2.719
H -1.981 -3.228 3.459
H -2.147 -3.908 0.265
H -1.408 0.574 -0.952
H 1.542 6.449 -0.117
H 2.350 1.749 -3.814
H 0.426 2.439 -1.207
H 2.825 2.492 -2.291
H 3.998 2.344 -3.595
H -0.346 1.469 -3.676
H 2.094 -1.569 -6.097
H -1.743 -2.093 7.823
H -1.251 -3.427 6.112
H -1.444 -5.035 6.773

# 3
80
Properties=species:S:1:pos:R:3 method="wB97M-V/def2-TZVPD" charge=0 orbital_gap_ev="8.464 / 9.819" e_homo_ev="-7.91 / -9.28" energy_ha=-1280.2251 e_lumo_ev="0.55 / 0.54" spin_multiplicity=2
O 1.785 -3.863 3.746
O 3.103 -3.635 -0.514
O 1.386 -4.608 1.702
N 2.341 -3.976 -1.480
N -1.210 -5.918 -0.492
C -0.690 1.369 0.535
C 0.506 -3.204 -2.998
C 0.734 -5.691 1.039
C 3.462 -6.112 -1.063
C -1.969 0.860 -0.131
C -0.505 -4.298 3.237
C 1.064 -3.209 -1.573
C 0.985 -4.249 2.952
C -0.613 7.931 1.839
C 0.959 -6.039 -1.481
C -0.417 5.966 0.185
C 2.636 -5.625 -3.325
C 0.313 1.957 -0.453
C 1.879 7.886 2.395
C 0.775 8.496 1.539
C 1.339 -1.771 -1.170
C 0.030 -3.831 -0.607
C -3.215 3.106 0.020
C 0.148 -5.351 -0.370
C -0.758 6.427 1.600
C -4.134 2.702 1.168
C -1.311 6.576 -0.889
C 2.338 -5.429 -1.834
C -2.781 1.934 -0.859
H 3.283 -6.138 0.009
H -0.935 2.112 1.300
H 0.170 -4.182 -3.334
H 1.134 -7.081 -1.188
H 0.630 6.186 -0.041
H 1.675 8.037 3.458
H -1.801 -5.600 0.270
H 1.776 -1.717 -0.177
H -0.862 8.141 2.884
H -0.219 0.537 1.064
H 3.698 -5.466 -3.519
H -0.956 -3.666 -1.046
H -0.506 4.877 0.148
H 0.318 -6.072 -2.363
H 1.249 -2.828 -3.703
H -0.353 -2.533 -3.021
H -1.108 -4.256 2.333
H -3.671 1.467 -1.291
H -1.055 6.190 -1.877
H 0.385 -1.238 -1.159
H 0.062 -3.294 0.341
H -1.703 0.078 -0.851
H -1.353 8.470 1.241
H -4.438 3.572 1.752
H -0.133 5.881 2.312
H -1.176 -6.932 -0.433
H 2.073 -4.955 -3.966
H -2.202 2.317 -1.704
H -2.336 3.618 0.421
H 1.475 -6.486 0.960
H -0.075 -6.076 1.658
H 1.974 6.812 2.226
H -2.596 0.374 0.622
H 1.227 2.271 0.054
H -5.039 2.221 0.791
H 2.391 -6.651 -3.608
H 0.751 9.577 1.700
H -2.361 6.339 -0.700
H -0.086 2.826 -0.978
H 3.548 -7.136 -1.432
H 1.013 8.356 0.481
H 4.405 -5.599 -1.236
H 1.991 -1.277 -1.892
H -1.791 6.139 1.825
H -1.215 7.662 -0.928
H 2.846 8.339 2.173
H -3.646 2.005 1.851
H -0.750 -5.212 3.779
H -3.729 3.839 -0.607
H -0.743 -3.459 3.885
H 0.586 1.212 -1.204

# 4
86
Properties=species:S:1:pos:R:3 method="wB97M-V/def2-TZVPD" charge=+1 orbital_gap_ev=9.856 e_homo_ev=-12.69 energy_ha=-2574.1365 e_lumo_ev=-2.84 smiles="CCCC[C@H]1O[C@](CCCP(=O)(OCC)OCC)(NCCC)[N@H+]([PH2]=O)[C@@]1(CCCCl)CC(C)C"
Cl -1.665 4.369 -5.011
P -0.049 -0.841 -3.052
P -2.437 -2.771 3.300
O -3.017 -3.812 2.232
O -3.067 -1.358 2.906
O 1.496 -0.160 0.186
O 1.322 -0.923 -3.564
O -2.684 -3.217 4.671
N -0.143 -0.006 -1.453
N 0.871 -2.127 -0.944
C 3.304 -4.603 0.197
C -0.308 2.356 1.087
C -0.284 2.359 -0.465
C 0.556 1.379 -1.320
C 3.947 3.098 -1.842
C -0.592 3.958 -3.655
C -3.669 -3.502 0.997
C 0.781 2.029 -2.692
C 0.440 -0.928 -0.288
C 5.419 3.414 -1.588
C 2.419 -3.418 0.619
C -0.665 -2.604 2.944
C -1.766 2.441 1.546
C -5.234 -0.427 2.218
C 3.097 3.187 -0.557
C -4.466 -1.169 3.298
C 0.457 3.549 1.706
C -0.111 -1.394 2.180
C 1.889 0.891 -0.737
C -3.102 -4.369 -0.113
C -0.652 -1.177 0.752
C 1.077 -3.342 -0.132
C -0.479 2.448 -3.481
C 2.783 1.826 0.061
H 3.737 1.301 0.176
H -0.360 -0.503 2.760
H 2.968 -2.486 0.460
H -2.388 1.658 1.117
H 3.844 -5.004 1.054
H -1.196 -2.062 0.417
H 0.381 4.398 -3.871
H 5.987 3.445 -2.518
H -1.004 4.442 -2.770
H -4.908 -2.147 3.500
H 5.517 4.393 -1.115
H 0.975 -1.472 2.142
H -2.193 3.402 1.240
H 3.870 2.095 -2.275
H 4.066 -4.292 -0.520
H -1.143 0.169 -1.316
H 2.448 0.393 -1.538
H -3.307 -3.914 -1.086
H -1.835 2.381 2.633
H 2.361 1.907 1.059
H -0.226 -2.621 3.944
H 1.766 -1.904 -1.379
H 1.348 2.934 -2.469
H 0.823 4.247 0.952
H -4.733 -3.702 1.139
H -6.264 -0.779 2.168
H -1.348 -0.344 0.773
H -2.018 -4.455 -0.007
H -1.393 2.088 -2.997
H -0.750 -2.007 -2.774
H 0.240 -3.457 0.553
H 2.720 -5.407 -0.251
H 0.006 3.359 -0.793
H -0.462 2.000 -4.476
H -0.390 -3.540 2.449
H 1.303 3.234 2.316
H -0.199 4.114 2.370
H -3.556 -2.444 0.760
H -3.527 -5.372 -0.103
H 3.568 3.799 -2.590
H -1.319 2.232 -0.810
H 1.004 -4.181 -0.829
H 3.664 3.754 0.185
H -4.783 -0.623 1.244
H 2.185 3.762 -0.743
H -5.231 0.650 2.380
H 1.434 1.407 -3.304
H -4.434 -0.613 4.234
H -0.940 -0.020 -3.744
H 2.233 -3.484 1.693
H 0.111 1.433 1.476
H 5.879 2.679 -0.923

# 5
90
Properties=species:S:1:pos:R:3 method="wB97M-V/def2-TZVPD" charge=0 e_above_lowest_kj_mol=386.5 orbital_gap_ev=9.075 e_homo_ev=-9.15 energy_ha=-1957.5136 e_lumo_ev=-0.07 smiles="C[N+](=O)[O-].C[N+](=O)[O-].c1ccccc1.COCCOC.COCCOC.COCCOC.COCCOC"
O -0.376 6.800 2.386
O 3.893 -7.418 2.929
O -8.332 4.583 -6.162
O -2.572 5.852 0.451
O 0.842 -12.242 -3.298
O 5.052 5.371 -0.756
O 0.176 -9.778 -1.487
O 4.082 -6.551 0.876
O -8.489 2.927 -4.769
O -0.817 0.616 5.447
O 6.132 7.679 -2.181
O 0.684 -0.934 7.234
N 3.489 -6.690 2.009
N -8.869 3.578 -5.705
C -1.056 0.129 -1.715
C -2.120 0.349 -2.490
C 1.193 0.401 6.881
C -2.433 7.106 1.199
C 0.956 -10.961 -1.100
C -3.934 5.607 0.019
C 2.173 -5.942 2.276
C 4.778 7.355 -2.086
C -2.685 -1.961 -2.304
C 0.167 -9.425 -2.800
C -10.051 3.129 -6.485
C -1.650 -2.184 -1.475
C -1.001 7.406 1.238
C 0.261 -13.426 -3.967
C 6.395 9.122 -2.169
C 1.297 -1.384 8.455
C 0.939 7.395 2.640
C 0.681 0.733 5.481
C -0.810 -1.173 -1.199
C -1.447 0.632 4.166
C 4.509 5.880 -1.979
C 0.563 -12.202 -1.885
C -2.935 -0.665 -2.802
C 4.975 3.881 -0.769
H -0.523 -12.162 -1.805
H -2.418 1.117 4.255
H 2.107 -5.514 3.276
H -4.590 5.392 0.863
H -0.851 1.259 3.503
H 1.279 6.972 3.586
H -10.224 2.075 -6.265
H 4.380 7.811 -1.179
H -10.839 3.740 -6.047
H 0.861 -0.832 9.287
H -3.870 4.835 -0.747
H -1.486 -0.380 3.762
H -1.670 -3.139 -0.972
H 0.458 -10.928 -0.131
H 0.027 -1.413 -0.561
H 0.893 -13.609 -4.836
H 0.177 -14.280 -3.295
H 3.441 5.692 -2.082
H 1.704 7.246 1.878
H -0.708 -13.200 -4.412
H -2.308 1.374 -2.773
H 4.990 5.344 -2.797
H 0.879 -13.128 -1.404
H -4.352 6.412 -0.584
H 2.277 0.295 6.867
H -0.133 -8.378 -2.758
H -0.485 0.970 -1.350
H -0.682 -9.944 -3.245
H 1.968 -10.563 -1.022
H 1.355 -6.656 2.181
H -2.827 7.913 0.582
H 4.763 3.522 -1.776
H 5.836 9.671 -2.927
H 4.175 3.461 -0.159
H -0.467 7.122 0.331
H 4.223 7.715 -2.952
H 1.055 -9.464 -3.431
H 1.198 -2.468 8.526
H 0.949 1.749 5.195
H 1.009 0.010 4.734
H 0.794 8.426 2.962
H 0.844 0.940 7.761
H -10.030 3.215 -7.571
H 7.435 9.331 -2.417
H 5.879 3.304 -0.577
H -2.822 7.205 2.212
H 2.371 -1.198 8.452
H -3.733 -0.439 -3.494
H -3.294 -2.830 -2.508
H 6.269 9.496 -1.153
H 2.111 -5.164 1.515
H -1.057 8.483 1.396